Record 1
C4H12NOS | ωB97M-V/def2-TZVPD

Geometry as XYZ:
```
19
Properties=species:S:1:pos:R:3:forces:R:3:lowdin_charge:R:1
S 1.9078 0.2606 -1.1270 0.080 -0.202 -0.198 0.1415
O 0.6762 -0.0320 -4.5661 0.431 0.400 0.030 -0.1358
N -0.9069 0.6483 1.7647 0.410 -0.842 -0.054 -0.0979
C 0.5633 -0.3533 -0.0701 -0.076 -0.230 0.096 -0.7995
C -2.8791 -0.4884 2.7611 0.707 -0.099 0.117 -0.1135
C 0.4983 0.3543 1.2760 -1.163 0.413 0.511 -0.3353
C -1.7515 -0.5566 1.7340 0.462 -0.015 0.002 -0.3313
H -2.6179 -1.0453 3.6580 0.198 0.006 0.224 0.0556
H -1.1536 -1.4668 1.9512 -0.135 0.172 -0.244 0.1080
H -2.1592 -0.6653 0.7222 0.096 -0.018 0.213 0.0993
H 0.6535 -1.4262 0.1433 0.170 0.002 -0.208 0.0334
H -0.3941 -0.2626 -0.5849 -0.082 0.294 -0.018 0.0287
H -0.7654 0.8357 2.7517 -0.150 0.317 0.081 0.0756
H 0.9675 1.3270 1.2192 0.353 0.100 -0.111 0.0628
H -3.0504 0.5469 3.0766 -0.486 -0.188 -0.369 0.0682
H -3.7210 -1.0172 2.3472 -0.786 0.309 0.008 0.0536
H 0.9784 -0.2383 2.0678 0.330 -0.066 -0.223 0.0957
H 1.3128 0.6981 -4.4391 -0.482 -0.516 0.029 0.0208
H 0.6955 -0.4418 -3.6861 0.123 0.165 0.115 -0.0299
```
Positions in Å, forces in eV/Å.

## Properties
gap between HOMO and LUMO	6.09	eV
charge	-1
E_HOMO	-0.09665	Eh
lowest unoccupied orbital energy	0.1270	hartree


Record 2
C9H10N2OS | ωB97M-V/def2-TZVPD

Geometry as XYZ:
```
23
Properties=species:S:1:pos:R:3:forces:R:3:lowdin_charge:R:1
S -1.9229 -1.5164 -0.0881 0.734 1.196 -0.585 0.9063
O -1.2518 -2.5319 0.7558 -0.035 -0.002 0.188 -0.5427
N -2.6797 1.7315 -0.8559 1.096 0.570 -1.616 0.0954
N -2.3298 2.3901 0.1060 -0.335 0.620 -0.220 0.1177
C -3.0310 1.1483 0.3858 3.470 -2.446 1.716 -0.3358
C 1.6894 -1.3601 -0.3739 1.236 1.467 -0.431 0.0073
C 2.0110 1.2757 0.1952 2.525 3.100 2.269 -0.0952
C -2.0723 0.0199 1.0192 -0.835 0.652 -3.182 -0.2237
C 2.9910 -0.9021 0.0755 -1.784 -0.402 0.067 -0.0706
C -0.5433 -0.9441 -1.2831 -0.731 -0.453 0.213 -0.2703
C 0.6889 -0.3914 -0.6746 0.335 -2.961 0.619 -0.3028
C 3.1479 0.4253 0.3920 -1.637 1.578 0.896 -0.0932
C 0.8081 0.9249 -0.3045 0.626 -0.951 -0.656 -0.1000
H 3.8334 -1.5108 0.3247 0.031 -0.939 -0.143 0.0896
H -0.9308 -0.2954 -2.0630 -0.430 0.072 0.035 0.0887
H -0.2954 -1.9141 -1.7153 -0.244 0.045 -0.200 0.0770
H -2.5543 -0.5072 1.8077 0.099 0.218 1.295 0.0548
H -0.0201 1.5662 -0.4439 -0.366 0.907 -0.093 0.0782
H 2.1213 2.3451 0.6159 -0.131 -1.681 -0.865 0.1296
H -4.0319 1.2193 0.5653 -2.468 -0.185 1.133 0.0803
H 3.9614 0.8416 1.0597 -0.667 -0.717 -1.436 0.1222
H -1.0251 0.3976 1.0830 -1.015 -0.311 0.815 0.0734
H 1.4360 -2.4122 -0.5832 0.525 0.622 0.180 0.1139
```
Positions in Å, forces in eV/Å.

## Properties
gap between HOMO and LUMO	8.94	eV
E_HOMO	-0.32522	Eh
lowest unoccupied orbital energy	0.0033	hartree


Record 3
C22H29F5N5O5S2W | ωB97M-V/def2-TZVPD

Geometry as XYZ:
```
69
Properties=species:S:1:pos:R:3:forces:R:3:lowdin_charge:R:1
W 0.0161 -0.1384 0.4069 0.776 0.009 0.138 1.7382
S -2.3857 -1.4992 2.3486 0.035 -0.116 0.047 1.0406
S -1.6135 -5.5870 -0.2808 0.069 -0.062 0.079 0.6823
F -1.9408 0.9735 -0.3837 -0.050 0.046 0.065 0.0003
F -2.0505 -1.0762 -3.2204 0.028 -0.074 0.003 0.1924
F -0.4473 0.6471 -1.9390 -0.006 -0.031 -0.101 0.0441
F -3.2768 -1.4125 -1.4549 0.014 -0.004 -0.053 0.1829
F -3.3101 0.5026 -2.4665 -0.085 0.064 -0.027 0.2260
O 1.8285 -4.9420 2.8981 -0.048 0.006 -0.095 0.1414
O -1.5582 -1.2230 1.0302 -0.421 0.061 -0.097 -0.6996
O -2.1493 -4.2353 -0.3633 0.000 0.074 -0.036 -0.3392
O 2.2979 -6.2292 1.2185 -0.140 0.272 -0.010 0.1479
O -0.8679 -5.9073 0.9166 -0.005 0.000 -0.075 -0.2887
N 1.0772 -4.2129 -0.4899 -0.057 -0.012 0.097 0.0829
N 1.8824 -5.2104 1.7200 0.120 -0.182 -0.025 -0.3198
N 0.4612 1.9586 0.5285 -0.021 0.164 -0.014 -0.0670
N 2.0640 0.1653 -0.4760 -0.123 0.091 -0.044 0.0250
N 0.8462 -2.1137 0.1509 0.039 -0.079 -0.171 -0.0588
C 1.6923 2.4360 0.1503 0.009 -0.032 -0.011 -0.1563
C -3.6862 -6.5615 -1.8053 -0.004 -0.005 -0.012 -0.0883
C -1.8686 -3.1308 2.8383 0.034 -0.010 0.015 -0.1893
C -0.1291 4.1745 1.2258 0.020 0.014 -0.013 0.0222
C 1.0996 4.6631 0.8406 -0.027 -0.015 0.010 0.0871
C 4.2395 3.2518 -0.6017 -0.010 -0.003 0.003 0.0003
C 1.3047 -2.8532 1.2306 -0.005 -0.029 0.023 -0.0317
C 0.7256 -2.9802 -0.8791 0.120 0.000 0.036 -0.2719
C -1.4124 -0.0292 -1.2184 0.013 0.093 0.212 -0.3460
C 0.2871 -2.6671 -2.2560 0.005 0.021 -0.011 0.0401
C -0.5028 -5.7758 -1.6841 -0.073 0.029 -0.015 -0.1797
C 2.0567 3.7868 0.2936 0.006 -0.008 -0.011 -0.1107
C -2.5532 -0.5214 -2.1263 0.013 -0.124 0.075 -0.6021
C -3.9835 -1.8693 1.6621 0.049 0.026 -0.029 -0.1879
C 0.4401 -0.2630 2.2515 -0.356 -0.148 -0.046 -0.1002
C 1.4302 -4.1329 0.8448 -0.025 -0.043 -0.056 -0.1086
C 0.9384 -5.4526 -1.3014 0.001 0.120 0.016 -0.0801
C -0.4102 2.8237 1.0645 0.025 -0.017 -0.002 -0.0626
C -2.9000 -6.7766 -0.5208 0.009 0.022 -0.001 -0.2784
C 2.6042 1.5191 -0.3684 -0.012 0.033 0.000 -0.2078
C 3.3608 4.1746 -0.1040 0.003 -0.018 -0.002 0.0408
C 3.8617 1.8980 -0.7413 -0.016 0.025 0.000 0.0460
H -1.3669 2.4319 1.3841 -0.005 -0.008 0.002 0.1298
H 5.2355 3.5515 -0.8960 0.001 0.001 -0.003 0.1361
H 0.8142 -3.2904 -2.9774 0.001 0.000 -0.005 0.1158
H -4.0750 -5.5464 -1.8663 -0.012 -0.001 0.005 0.0813
H 1.2803 0.3857 2.5335 0.034 0.004 -0.076 0.0660
H 1.9802 -0.0722 -1.4660 0.022 -0.065 -0.078 0.1269
H -0.8993 -5.1473 -2.4791 0.005 -0.015 -0.016 0.1020
H -1.8842 -3.7897 1.9705 -0.023 0.031 0.006 0.0373
H -0.7812 -2.8547 -2.3527 -0.036 0.006 -0.026 0.0886
H 4.5689 1.1819 -1.1427 0.001 -0.008 -0.003 0.1406
H 0.0365 -0.8130 3.0959 0.020 0.095 0.083 0.0257
H 0.4885 -1.6286 -2.5155 -0.048 -0.029 0.010 0.0789
H -4.5295 -7.2492 -1.8196 0.007 -0.007 -0.007 0.0986
H -2.4111 -7.7506 -0.4643 -0.003 -0.013 0.002 0.1218
H -4.3899 -0.9489 1.2474 -0.002 -0.008 -0.003 0.0790
H -0.5413 -6.8109 -2.0272 0.032 -0.017 0.052 0.1310
H 1.5553 -5.3498 -2.1939 -0.020 0.025 0.010 0.1494
H -2.5709 -3.4603 3.6064 -0.010 -0.004 0.003 0.0955
H 1.3381 5.7126 0.9648 0.003 0.003 -0.002 0.1520
H -3.0848 -6.7683 -2.6905 0.000 0.006 -0.004 0.0831
H 2.7142 -0.5168 -0.0934 0.083 -0.049 0.097 0.1318
H -0.8731 -3.0752 3.2754 0.001 0.007 0.011 0.0644
H 3.6540 5.2114 -0.0012 -0.002 0.004 0.002 0.1439
H -4.6110 -2.2050 2.4893 0.001 -0.011 0.002 0.0917
H -3.5152 -6.6650 0.3760 -0.001 0.021 -0.006 0.1206
H -0.8817 4.8180 1.6581 -0.002 -0.001 0.002 0.1382
H 1.3564 -6.2446 -0.6980 0.071 -0.102 0.074 0.1178
H -3.8571 -2.6401 0.9027 -0.021 -0.018 0.007 0.0621
H 1.5336 -2.4383 2.1945 -0.004 -0.004 -0.001 0.1244
```
Positions in Å, forces in eV/Å.

## Properties
gap between HOMO and LUMO	7.40	eV
charge	+3
E_HOMO	-0.65540	Eh
lowest unoccupied orbital energy	-0.3836	hartree


Record 4
C6H15NO2Sn | ωB97M-V/def2-TZVPD

Geometry as XYZ:
```
25
Properties=species:S:1:pos:R:3:forces:R:3:lowdin_charge:R:1
Sn -0.0627 1.0711 3.6421 0.617 -0.048 -2.714 1.7476
O 1.5237 1.6507 1.4301 -0.616 -0.512 1.451 -0.3709
O -2.1551 -1.6752 -1.7856 -0.330 0.522 0.233 -0.1577
N -0.3772 -0.5566 1.2626 1.013 -0.717 1.329 -0.1036
C -1.3006 -1.3064 0.3682 -2.315 1.252 -0.095 -0.1475
C 2.4835 2.7190 1.3696 0.240 0.782 -0.042 -0.0459
C 1.6932 0.6384 0.4263 0.037 0.194 -0.481 -0.1826
C -2.5849 -1.0944 -3.0040 -0.950 -0.045 -0.766 -0.0824
C -1.3197 -0.8145 -1.0772 1.427 -0.942 0.194 -0.2486
C 1.0518 -0.6430 0.8788 0.691 0.193 0.801 -0.2018
H -1.2428 -2.3918 0.4686 0.669 0.040 -0.089 0.1495
H 2.2117 3.4247 2.1513 0.086 0.027 0.000 0.0954
H -3.2975 -0.2789 -2.8395 0.266 0.158 0.219 0.0971
H 1.5884 -0.9245 1.8005 0.109 0.032 -0.053 0.1245
H 1.3056 -1.4481 0.1865 -0.484 0.030 -0.204 0.1522
H -1.7824 -0.7527 -3.6631 0.253 -0.032 0.306 0.0981
H -0.3150 -0.9621 -1.5035 0.135 0.558 -0.022 0.1277
H -1.5799 0.2485 -1.0832 -0.258 -0.022 -0.272 0.1357
H 2.7553 0.4221 0.2823 0.038 0.165 0.096 0.1503
H -3.1569 -1.8366 -3.5584 0.201 -0.237 0.164 0.1007
H -0.4019 -1.1413 2.0975 -0.191 -0.350 -0.196 0.0487
H 3.5171 2.3977 1.5035 -0.157 -0.384 0.165 0.1121
H 1.3102 1.0564 -0.5081 -0.180 -0.219 -0.011 0.1500
H 2.4342 3.2439 0.4140 -0.271 -0.157 -0.051 0.1159
H -2.2982 -1.0463 0.7407 -0.030 -0.288 0.037 0.1351
```
Positions in Å, forces in eV/Å.

## Properties
gap between HOMO and LUMO	3.85	eV
charge	+2
E_HOMO	-0.56498	Eh
lowest unoccupied orbital energy	-0.4236	hartree


Record 5
C3H4N4O | ωB97M-V/def2-TZVPD

Geometry as XYZ:
```
12
Properties=species:S:1:pos:R:3:forces:R:3:lowdin_charge:R:1
O 2.9413 -0.8210 -0.2483 -1.459 -0.002 0.242 0.0419
N -1.8972 -0.4907 -0.1501 0.431 -3.572 -0.896 0.0780
N 1.9080 1.0767 0.1289 0.304 2.900 -0.791 0.0845
N -0.3081 1.2724 -0.2694 -2.896 2.616 1.346 0.0253
N 0.9787 1.8661 -0.0713 -1.244 -1.022 1.192 0.0558
C -0.5962 -0.0230 -0.0284 3.549 -2.269 -0.372 -0.3880
C 0.5835 -0.8805 0.0821 -5.634 -0.469 1.499 0.0319
C 1.8453 -0.2865 -0.0494 2.417 -2.207 -0.153 -0.5491
H -1.1262 1.8993 0.1273 2.473 -0.923 -1.732 0.1949
H -2.7298 -0.1602 0.3684 1.195 -0.309 -0.507 0.1050
H 0.2666 -1.8627 0.5995 1.382 1.253 -1.463 0.1342
H -1.8659 -1.5898 -0.4893 -0.519 4.004 1.636 0.1854
```
Positions in Å, forces in eV/Å.

## Properties
gap between HOMO and LUMO	8.94	eV
SMILES	Nc1cc(=O)nn[nH]1
E_HOMO	-0.32920	Eh
lowest unoccupied orbital energy	-0.0007	hartree


Among the records above, which one has the lowest E_HOMO? C22H29F5N5O5S2W


Which of these has the highest E_HOMO? C4H12NOS